This record from OMol25 describes a 11-piece molecular cluster, C75H163N8O9 overall. The level of theory is ωB97M-V with the def2-TZVPD basis set.

Values from the calculation:
E_HOMO (eV): -11.8
ΔE to the lowest compared entry with this formula, charge and spin (eV): 1.177
Kohn-Sham gap (eV): 4.00
Charge: +5
E_LUMO (eV): -7.80

```
255
Properties=species:S:1:pos:R:3:forces:R:3:mulliken_charge:R:1
C 7.21035 2.65741 2.28976 -0.6709 0.1938 -1.4457 -1.525
C 7.71835 3.48448 3.43184 0.0283 -0.0083 1.5040 -0.049
C 6.86429 3.33891 4.70272 0.1708 0.4848 0.4171 -0.665
N 7.34091 4.10520 5.98063 1.2028 -1.0693 -0.9372 -0.056
C 6.43158 3.71646 7.11783 -0.3875 0.2377 0.2862 -0.576
C 6.54783 4.54440 8.39882 1.9130 -0.7631 -0.1702 -0.688
C 6.49924 6.00469 8.09970 -0.7787 0.5049 -0.9663 -0.714
C 7.38427 6.46912 6.90156 -0.7839 0.1002 1.7821 -0.691
C 7.19447 5.59507 5.69869 0.1254 -1.1841 0.1525 -0.608
C 8.81938 3.74544 6.20375 -1.0517 0.7941 0.8384 -0.998
H 7.64247 3.09048 1.38764 0.1853 -0.1448 -0.1326 0.396
H 6.13972 2.75477 2.10982 -0.1850 -0.0322 0.3251 0.387
H 7.45901 1.59661 2.25871 0.1039 0.0684 0.5362 0.378
H 7.65809 4.54593 3.19146 0.5252 -0.0919 -0.3908 0.285
H 8.73482 3.13443 3.61172 0.1650 0.5123 0.0791 0.244
H 6.79366 2.29148 4.99599 -0.3265 0.1078 0.0751 0.416
H 5.91106 3.82433 4.49336 -0.3418 -0.6684 0.0836 0.471
H 5.41370 3.95440 6.80895 -0.0833 -0.5282 -0.6741 0.422
H 6.57020 2.64646 7.27265 -0.1715 0.0809 0.0594 0.444
H 5.71317 4.25931 9.03925 0.2449 -0.1349 0.1110 0.372
H 7.50336 4.35127 8.88643 -0.0712 -0.4690 0.3811 0.332
H 5.44721 6.12008 7.83889 -0.1577 0.9175 -0.0465 0.332
H 6.75098 6.60162 8.97628 -0.2396 -0.0206 -0.0656 0.339
H 7.01693 7.46792 6.66584 0.2472 0.0395 -0.2799 0.356
H 8.37543 6.59218 7.33807 0.4001 -0.2278 -0.7566 0.362
H 6.14311 5.58864 5.41113 0.0489 0.7918 -0.4064 0.443
H 7.88912 5.77079 4.87730 -0.3374 0.4291 0.0080 0.423
H 9.04739 4.15435 7.18808 0.4423 0.3038 -0.3059 0.432
H 9.35550 4.21206 5.37734 0.2137 -0.0880 0.4474 0.444
H 9.04293 2.68219 6.29103 -0.5955 -0.0833 -0.4210 0.287
C 4.29259 -5.73116 -4.66646 -0.7169 -0.3686 -0.3659 -1.520
C 5.65452 -5.50591 -5.35926 -0.2913 -0.2670 -0.5251 -0.088
C 5.88385 -6.09757 -6.77213 0.1696 0.3694 -0.7120 -0.543
N 7.21456 -5.79186 -7.43077 2.1533 0.7725 -0.5865 0.059
C 8.35948 -6.44653 -6.59895 0.3556 -0.1990 -0.9795 -0.610
C 9.77236 -6.29917 -7.26147 -0.7963 -0.7086 -0.4858 -0.604
C 9.80153 -6.89076 -8.67955 -0.4378 0.9953 -0.5986 -0.752
C 8.68086 -6.26438 -9.59447 -0.1498 -1.0372 1.2960 -0.687
C 7.26465 -6.36078 -8.88271 1.1410 -0.7542 -0.0024 -0.567
C 7.46801 -4.31346 -7.50824 -0.2624 -0.0813 0.5424 -1.168
H 3.35633 -5.47151 -5.16052 0.3943 0.7421 -0.9768 0.391
H 4.27199 -5.08906 -3.78589 0.1669 -0.5161 0.3115 0.366
H 4.00828 -6.76464 -4.46851 0.8590 -0.1867 0.6378 0.387
H 6.42082 -5.88270 -4.68183 0.0097 0.2055 0.0367 0.266
H 5.72568 -4.42208 -5.45063 0.4092 0.0111 0.0609 0.288
H 5.21290 -5.61847 -7.48514 -0.5602 -0.4279 0.1295 0.345
H 5.89640 -7.18095 -6.89141 -0.8252 -0.0400 0.5204 0.386
H 8.00962 -7.47704 -6.53769 0.4471 -0.2148 -0.0427 0.430
H 8.36814 -6.06236 -5.57894 -0.2388 0.3556 -0.2443 0.385
H 10.51516 -6.86658 -6.70077 -0.2236 0.2109 0.5015 0.406
H 10.08371 -5.25477 -7.28139 -0.0303 0.0161 0.1390 0.285
H 9.79409 -7.98069 -8.66910 -0.7267 -0.0883 0.1873 0.351
H 10.75993 -6.72501 -9.17158 0.0935 0.4709 0.1756 0.380
H 8.67180 -6.90586 -10.47567 -0.5547 0.0834 -0.0969 0.399
H 8.93583 -5.27373 -9.97091 -0.0624 0.1126 0.3685 0.316
H 7.06331 -7.42697 -8.77873 -0.0612 -0.0610 0.1772 0.408
H 6.44766 -5.97179 -9.49042 0.0457 0.4983 0.3264 0.463
H 7.68291 -4.04436 -6.47408 -0.0848 0.5828 -0.2558 0.436
H 6.58032 -3.82053 -7.90465 -0.1004 -0.0491 0.2389 0.353
H 8.29419 -4.01476 -8.15345 0.0542 -0.5808 0.1430 0.438
C 3.94340 4.31990 -3.35609 -1.3730 -1.1436 -0.2751 -1.396
C 4.04933 3.22359 -4.48215 -0.6590 0.1525 -0.5103 -0.241
C 2.91300 3.14545 -5.58819 1.3047 0.5255 -0.2904 -0.692
N 3.14103 2.11555 -6.75582 0.3918 0.2064 1.0726 0.107
C 2.01168 2.40169 -7.82591 -0.7013 -1.6122 0.6075 -0.697
C 2.16634 1.56779 -9.08284 1.2084 -0.1642 -0.5025 -0.684
C 3.61870 1.64995 -9.68319 -1.2706 -0.4986 -0.4104 -0.743
C 4.73826 1.34219 -8.68544 -0.4558 1.8362 0.8879 -0.698
C 4.54403 2.23687 -7.38897 -0.5584 -0.0950 -0.7318 -0.682
C 3.05285 0.71462 -6.14592 -0.7725 0.1405 -1.3032 -1.089
H 3.02413 4.18709 -2.78566 -0.0215 -0.3465 0.2091 0.364
H 3.83677 5.35997 -3.66429 0.7083 -0.1388 -0.4826 0.373
H 4.77535 4.13569 -2.67637 0.0041 0.4115 -0.1262 0.366
H 4.09143 2.22338 -4.05099 0.2252 0.1352 0.4310 0.304
H 5.02127 3.43811 -4.92648 -0.1121 -0.2836 -0.4708 0.273
H 2.88925 4.11890 -6.07801 -0.2738 -0.0367 -0.0982 0.337
H 1.91568 2.87597 -5.24058 0.1439 0.1909 0.3486 0.544
H 1.75509 3.44130 -8.02954 1.4469 0.3927 0.1895 0.427
H 1.05259 2.10991 -7.39801 0.1661 -0.3767 0.7210 0.472
H 1.37806 1.86959 -9.77250 0.3394 0.6049 -0.2717 0.447
H 1.86819 0.52516 -8.97270 0.3333 -0.2187 0.6912 0.316
H 3.74304 2.62304 -10.15831 0.2242 0.2481 0.3901 0.333
H 3.67454 0.97285 -10.53555 0.0155 -0.2077 0.0790 0.406
H 5.67163 1.68734 -9.13017 0.1105 0.0030 0.0929 0.404
H 4.91310 0.29528 -8.43743 -0.4495 -0.0419 0.0298 0.303
H 4.59590 3.30650 -7.59221 0.2691 -0.0535 -0.4790 0.490
H 5.31983 2.02314 -6.65375 -0.3892 -0.1512 0.1943 0.427
H 3.87549 0.43120 -5.48939 0.1327 0.7225 -0.1267 0.352
H 3.07870 0.04924 -7.00888 -0.1381 -0.1892 0.2244 0.508
H 2.10931 0.59019 -5.61454 -0.0063 0.1838 -0.1176 0.368
C -0.43929 7.59756 1.52975 -0.4536 0.3657 -0.3275 -1.438
C -1.40956 6.92494 0.51737 0.0121 0.1686 0.2678 -0.151
C -2.80649 7.54402 0.56598 -1.5255 -0.4293 -1.2736 -0.662
N -3.92187 6.85715 -0.40539 0.3554 -0.3299 -0.0262 0.084
C -5.17180 7.79322 -0.51781 0.5058 -1.5165 1.2039 -0.603
C -6.31408 7.15397 -1.31095 0.7620 -0.2081 -0.4780 -0.652
C -6.75074 5.75357 -0.79796 1.6699 0.0027 -0.3243 -0.674
C -5.49903 4.82480 -0.53994 -0.5864 1.2535 1.3372 -0.664
C -4.36077 5.53661 0.26976 -0.9804 0.3249 -1.7802 -0.812
C -3.31473 6.55928 -1.79833 0.8254 0.1743 1.2130 -1.068
H -0.18670 8.62180 1.25543 0.1897 -0.0839 -0.4740 0.379
H 0.46535 6.99530 1.61347 -0.0915 0.1418 0.1067 0.379
H -0.87309 7.75170 2.51776 -0.1390 -0.6289 0.0862 0.371
H -1.38777 5.85414 0.71988 -0.4675 -0.0578 0.2742 0.324
H -1.03058 6.99308 -0.50235 0.1924 0.3334 0.0478 0.324
H -2.85325 8.57851 0.22577 0.4838 0.0416 -0.0242 0.416
H -3.31076 7.52991 1.53222 0.2924 -0.2428 0.1139 0.399
H -5.59959 7.83830 0.48372 0.5906 0.3540 0.4248 0.376
H -4.75930 8.76621 -0.78473 -0.4836 -0.0835 -0.4546 0.475
H -7.14579 7.85566 -1.24772 0.0032 -0.0194 -0.3379 0.420
H -5.95521 7.05542 -2.33545 -0.5602 0.1301 -0.2414 0.282
H -7.36001 5.84982 0.10072 0.0484 -0.0710 0.0253 0.331
H -7.32059 5.24943 -1.57848 -0.3010 0.2519 0.1560 0.328
H -5.83175 4.07774 0.18069 0.0014 -0.4317 -0.2972 0.383
H -5.16211 4.32192 -1.44641 0.1683 0.1913 0.0600 0.398
H -4.73602 5.83734 1.24795 0.1612 -0.1633 0.0210 0.413
H -3.53249 4.83071 0.33123 0.2581 0.4938 0.2093 0.468
H -3.98822 6.38727 -2.63793 -0.3555 -0.1378 0.6516 0.370
H -2.66192 5.70695 -1.61000 -0.2423 -0.1735 -0.3808 0.469
H -2.63531 7.36092 -2.08792 -0.2955 0.3043 0.2007 0.331
C -4.90145 -7.90964 2.32601 1.0016 0.9158 1.3261 -1.371
C -3.97891 -8.93235 3.02764 -0.0950 -1.1827 -0.4557 -0.435
C -2.69821 -8.33322 3.62604 1.7884 -0.0030 -1.8075 -0.770
N -1.60149 -9.21720 4.36046 -1.8395 -0.1389 0.2541 0.122
C -2.21055 -9.43761 5.79841 1.0836 0.4847 -1.0358 -0.599
C -1.17219 -10.04952 6.68339 0.9205 1.0721 0.9122 -0.682
C 0.16801 -9.21950 6.71166 0.6450 -0.8795 -1.1745 -0.767
C 0.78197 -9.08758 5.26475 -1.6736 0.8269 0.4127 -0.654
C -0.26317 -8.37820 4.39595 -1.1605 -0.8719 0.4365 -0.750
C -1.41766 -10.59082 3.64832 -0.2120 1.8914 0.5006 -1.059
H -4.96670 -7.09826 3.05092 -0.7498 0.3580 -0.2233 0.354
H -5.88497 -8.25968 2.01256 0.2207 -0.2502 0.3487 0.375
H -4.39625 -7.48808 1.45701 0.0572 -0.1140 -0.1040 0.309
H -3.76210 -9.58449 2.18158 0.6150 -0.5670 0.3912 0.330
H -4.47980 -9.54740 3.77526 -0.3931 0.2030 -0.0057 0.418
H -2.85344 -7.39685 4.16197 -0.0616 -0.4041 0.6744 0.643
H -2.08625 -8.02593 2.77800 -0.1330 0.2928 -0.3582 0.404
H -2.53092 -8.43501 6.08170 -0.0393 -0.1738 0.2776 0.490
H -3.04109 -10.14012 5.72929 -0.1960 0.3602 -0.4158 0.310
H -1.55326 -10.03769 7.70453 -0.1828 -0.1561 0.0039 0.431
H -1.12456 -11.09647 6.38386 0.8039 -0.0405 0.2315 0.336
H 0.06895 -8.21303 7.11822 -0.7305 0.1339 -0.1950 0.373
H 0.91901 -9.61738 7.39415 -0.1769 -0.6263 -0.1254 0.376
H 1.63992 -8.41591 5.23518 0.2411 -0.3269 0.2045 0.429
H 0.99168 -10.02457 4.74882 0.4186 -0.1494 0.4678 0.297
H -0.56950 -7.40395 4.77686 0.1004 -0.0059 0.2210 0.563
H 0.09714 -8.23896 3.37669 -0.3474 -0.2507 -0.1717 0.375
H -0.88853 -10.32908 2.73202 -0.1326 -0.4487 -0.0928 0.343
H -2.42101 -10.97807 3.47107 0.2678 -0.0684 -0.0947 0.343
H -0.83647 -11.27126 4.27068 -0.0807 0.2546 -0.1019 0.458
C -7.12419 2.32911 7.34757 -0.2631 -0.3394 0.5171 -1.415
C -7.59681 3.79254 7.40352 0.8051 1.0519 0.3963 -0.121
C -7.58999 4.41180 8.84169 0.3277 0.1098 -0.9816 -0.773
N -7.90482 5.94838 8.90297 -2.1217 -0.2447 0.3111 0.191
C -8.05340 6.36461 10.36968 3.0458 1.1812 1.4298 -0.636
C -6.63447 6.48960 11.12151 -0.2157 -0.1312 -0.6289 -0.727
C -5.63399 7.37373 10.31453 -1.0106 -2.0867 0.1578 -0.676
C -5.50424 6.82267 8.88340 -0.8883 1.3780 0.6130 -0.484
C -6.87360 6.84597 8.18359 0.4913 -1.0253 -0.0239 -0.761
C -9.29206 6.20437 8.31236 0.0542 1.3088 -0.6258 -1.101
H -7.86937 1.66153 7.78017 0.0621 0.0642 0.4061 0.371
H -6.16973 2.18116 7.85275 -0.1018 0.1497 0.3347 0.359
H -6.94833 1.86356 6.37781 -0.2199 0.8013 -0.4466 0.382
H -8.60786 3.94543 7.02602 0.1082 -0.2487 -0.3280 0.326
H -6.89498 4.41304 6.84629 -0.1282 -0.0982 -0.5056 0.220
H -6.60858 4.35967 9.31310 -0.2392 -0.4678 0.0792 0.425
H -8.36558 3.84386 9.35550 0.1151 0.6162 0.7471 0.359
H -8.77876 5.80398 10.95930 0.0660 -0.4038 -0.6358 0.442
H -8.29156 7.42374 10.46773 -0.8549 -0.0407 -0.9637 0.381
H -6.19053 5.52957 11.38486 -0.0522 -0.1125 -0.1658 0.345
H -6.78616 7.02061 12.06125 -0.4681 -0.2568 0.0912 0.408
H -4.63169 7.24043 10.72164 -0.1903 0.6336 0.4714 0.337
H -6.02476 8.39061 10.35154 0.4951 0.1763 -0.1872 0.326
H -5.02110 5.84679 8.93160 0.0294 0.1097 -0.4085 0.311
H -4.87609 7.60578 8.45883 0.1999 -0.6037 -0.9166 0.322
H -6.84950 6.48934 7.15387 0.1214 -0.2021 0.0943 0.423
H -7.22366 7.87471 8.09852 -0.4532 -0.1086 0.5524 0.508
H -10.10178 5.56243 8.65930 0.5843 -0.3386 0.2185 0.395
H -9.31076 6.28582 7.22556 0.5197 -0.8509 -0.1016 0.410
H -9.57959 7.23099 8.53924 0.1531 -0.0186 0.6370 0.455
C -3.12710 -0.69034 -10.75809 0.1928 0.6623 -0.2472 -1.496
C -3.83020 -1.73020 -9.90917 0.6695 1.0145 0.7088 -0.102
C -3.11681 -1.87924 -8.52108 -1.2301 -0.5244 -1.0216 -0.843
N -3.64820 -3.03730 -7.70173 0.6611 -0.5619 1.3590 0.006
C -2.65340 -3.07987 -6.46651 -0.3709 -0.3594 -1.0424 -0.637
C -3.10054 -4.00415 -5.38767 -1.5222 -0.8734 0.7793 -0.638
C -4.57092 -3.76098 -4.99014 -1.3806 -0.2877 -0.1468 -0.759
C -5.56885 -3.90002 -6.20193 2.8124 0.7219 -0.2821 -0.618
C -5.07951 -2.79416 -7.25345 -0.9820 -1.8208 0.9714 -0.705
C -3.37831 -4.37392 -8.44159 -0.6273 1.6846 0.0062 -0.981
H -3.58071 -0.67954 -11.74916 0.0187 0.0301 0.0166 0.400
H -2.05700 -0.83975 -10.90182 0.0584 -0.0947 0.1370 0.358
H -3.31341 0.29055 -10.32078 0.3334 0.1437 -0.0943 0.371
H -3.88963 -2.60899 -10.55126 -0.2793 -0.4039 0.7218 0.339
H -4.77930 -1.21909 -9.74769 -0.4775 -0.9179 0.0869 0.284
H -3.27660 -1.02465 -7.86363 0.0697 0.3053 -0.4000 0.509
H -2.04670 -2.05052 -8.63777 -0.0039 0.0048 -0.0408 0.452
H -2.51129 -2.08726 -6.03915 -0.1287 0.2164 -0.5157 0.543
H -1.77917 -3.45124 -7.00123 0.4106 0.3303 0.5499 0.425
H -2.51686 -3.97416 -4.46760 0.3795 0.6751 -0.2061 0.378
H -3.02145 -5.06299 -5.63402 0.0274 -0.0612 -0.5026 0.290
H -4.76362 -2.79242 -4.52878 0.4166 0.2478 -0.0114 0.301
H -4.84051 -4.48677 -4.22290 0.0153 -0.1035 -0.0110 0.409
H -6.63046 -3.83014 -5.96486 0.2358 0.3708 0.0456 0.423
H -5.38076 -4.89401 -6.60777 -0.3225 -0.0792 -0.3032 0.283
H -5.12690 -1.83555 -6.73678 0.1537 0.1525 -0.3600 0.431
H -5.76386 -2.84688 -8.10020 0.4192 0.3721 -0.2345 0.412
H -3.33627 -5.19840 -7.72987 0.2034 0.2318 -0.2568 0.443
H -2.45656 -4.09934 -8.95453 0.1476 -0.9115 0.0662 0.391
H -4.14182 -4.54641 -9.20014 -0.0740 0.0499 0.2327 0.318
C 2.75382 -1.63346 2.34456 -0.0318 -0.5274 0.2278 -1.377
C 1.56837 -2.10107 1.47084 -0.7235 0.7260 0.3287 -0.331
C 0.39825 -1.04483 1.61789 0.1826 -0.6101 -1.6658 -0.763
N -0.85604 -1.22482 0.68776 -0.0698 -0.4159 -0.1322 0.141
C -1.73222 0.11893 0.69569 -0.1378 -0.5577 1.7423 -0.624
C -2.42499 0.29154 2.08640 -0.8824 -1.8108 0.5927 -0.727
C -3.25491 -1.03134 2.53260 1.5451 -0.2086 -0.5907 -0.769
C -2.40127 -2.35574 2.42577 0.4331 0.9174 -0.5839 -0.682
C -1.71664 -2.50825 1.05624 -0.6898 1.7174 0.3042 -0.633
C -0.41188 -1.49545 -0.74524 -0.1520 0.2162 1.0747 -1.295
H 3.64456 -2.16672 2.01242 0.1042 0.1758 -0.0280 0.386
H 2.63470 -1.89452 3.39611 -0.3175 -0.1399 -0.0320 0.323
H 2.94819 -0.56102 2.35835 -0.1362 0.0355 -0.4652 0.403
H 1.32905 -3.14106 1.69275 -0.3682 0.1075 0.4590 0.326
H 1.88009 -2.14938 0.42748 0.0849 0.3860 -0.0679 0.314
H 0.84099 -0.16860 1.14428 -0.1030 0.4408 0.6849 0.326
H 0.04507 -0.86200 2.63274 0.1963 -0.0694 -0.1608 0.474
H -1.09353 0.99522 0.58484 0.5590 -0.4387 -0.2246 0.392
H -2.42388 0.13542 -0.14658 0.0214 -0.6410 0.0107 0.463
H -1.69026 0.62093 2.82109 0.2217 -0.4970 0.1227 0.415
H -3.13319 1.11769 2.14991 -0.0179 0.0931 -0.8070 0.424
H -3.70748 -1.04174 3.52415 0.5398 0.6504 0.2251 0.443
H -4.13605 -1.12815 1.89832 0.1212 0.0012 -0.4858 0.323
H -1.57686 -2.43162 3.13477 -0.3265 0.3344 0.5996 0.349
H -3.03871 -3.21750 2.62362 0.0284 -0.0453 -0.1668 0.391
H -1.08362 -3.39352 0.99546 0.2003 0.2871 -0.0388 0.457
H -2.47471 -2.53219 0.27340 0.0703 -0.1235 -0.1477 0.424
H 0.18655 -2.40648 -0.74296 -0.4182 -0.0957 -0.0898 0.392
H 0.24125 -0.70847 -1.12233 -0.3699 0.2697 0.0974 0.362
H -1.35027 -1.58812 -1.29200 0.4367 0.0149 -0.3811 0.653
O -0.34264 4.11696 5.55931 -1.4151 -0.6627 0.2274 -0.434
C 0.76274 4.06768 4.75556 1.0031 -0.2144 -1.9739 0.620
O 1.74724 4.70418 5.13299 0.9756 0.5566 0.9368 -0.719
O 0.67017 3.43316 3.66954 -0.8786 -0.0432 0.5829 -0.747
H -0.08143 4.43101 6.42806 0.3636 0.2511 -0.1077 0.293
O 0.16123 -3.23692 6.48303 1.2978 0.2905 -1.7823 -0.459
C -0.79957 -3.67814 7.33624 -1.9730 0.2762 -0.2983 0.643
O -1.86482 -4.04903 6.85406 -1.1437 -1.0862 -1.0957 -0.740
O -0.47289 -3.50268 8.49472 0.4895 -0.2120 2.8590 -0.730
H 0.68823 -2.94085 7.22882 1.3258 0.5608 -0.2100 0.303
O -4.22942 0.96687 -3.82747 -0.9634 -1.0490 0.9016 -0.422
C -3.42176 1.65969 -4.63088 1.3021 3.5592 -3.5227 0.612
O -3.94113 2.49342 -5.44930 -1.1345 -1.1609 1.1247 -0.762
O -2.20447 1.52072 -4.58428 1.8528 -1.6295 1.3244 -0.703
H -5.06500 1.27574 -4.18525 -0.7506 -0.0292 0.2297 0.297
```
Positions in Å, forces in eV/Å.